1.
Entry from the OMol25 dataset: a structure of composition C37H44OP2PtSSi2 in a non-equilibrium geometry (wB97M-V/def2-TZVPD).

Results
- Total charge: +2
- Gap between HOMO and LUMO: 5.79 eV
- Electronic energy: -89533.048 eV
- Energy above the lowest of the compared OMol25 structures with the same formula, charge and spin: 2.0187 eV

Last column: Löwdin charge in e.
Element x y z (Å)
Pt (-0.614, 1.549, -0.074)  0.695
S (-2.328, 3.589, -1.918)  0.934
P (-0.559, -2.566, -2.165)  1.031
P (1.014, -0.077, -0.783)  0.921
Si (-2.711, 1.146, 1.016)  0.547
Si (0.322, 2.777, 1.778)  0.586
O (-1.383, 3.389, -0.699)  -0.742
C (-0.292, -5.281, -2.737)  -0.092
C (3.255, -0.892, 0.703)  -0.086
C (1.762, -1.385, 2.997)  -0.058
C (-0.940, -3.276, -0.524)  -0.424
C (-0.867, 2.094, 3.052)  -0.292
C (3.126, -1.632, 2.988)  -0.045
C (1.886, -0.619, 0.715)  -0.411
C (-2.849, 0.919, 3.778)  -0.080
C (-2.535, 5.354, -1.903)  -0.200
C (0.278, -4.020, -2.913)  -0.390
C (-0.539, 2.287, 4.398)  -0.078
C (0.993, -1.599, -1.795)  -0.495
C (2.049, 1.103, -1.683)  -0.379
C (-0.325, -4.456, 1.493)  -0.063
C (3.873, -1.384, 1.841)  -0.046
C (0.070, 4.592, 1.505)  -0.164
C (3.492, 3.008, -3.109)  -0.043
C (-1.672, -4.603, 1.820)  -0.061
C (-2.512, 1.125, 5.107)  -0.046
C (3.713, 2.845, -1.748)  -0.042
C (2.548, 2.224, -3.761)  -0.057
C (1.981, -5.026, -4.303)  -0.071
C (0.033, -3.811, 0.324)  -0.096
C (-2.647, -4.100, 0.977)  -0.078
C (-1.274, 3.404, -3.341)  -0.224
C (1.144, -0.878, 1.863)  -0.138
C (2.058, 2.421, 2.320)  -0.150
C (2.990, 1.901, -1.034)  -0.089
C (-3.333, -0.572, 0.796)  -0.174
C (-2.280, -3.432, -0.187)  -0.154
C (1.822, 1.282, -3.051)  -0.111
C (-2.048, 1.408, 2.741)  -0.304
C (1.411, -3.903, -3.718)  -0.104
C (1.416, -6.275, -4.106)  -0.066
C (0.276, -6.399, -3.324)  -0.062
C (-1.353, 1.818, 5.417)  -0.047
C (-3.973, 2.462, 0.654)  -0.184
H (4.936, -1.584, 1.831)  0.118
H (1.090, 0.675, -3.575)  0.106
H (-3.043, -3.068, -0.865)  0.094
H (1.864, -2.940, -3.911)  0.089
H (1.386, -1.278, -2.760)  0.023
H (-3.694, -4.237, 1.215)  0.114
H (3.184, 1.756, 0.019)  0.077
H (4.460, 3.443, -1.244)  0.120
H (3.844, -0.720, -0.191)  0.119
H (-0.173, -7.371, -3.170)  0.113
H (3.612, -2.027, 3.871)  0.118
H (1.854, -7.149, -4.570)  0.112
H (0.438, -4.874, 2.137)  0.113
H (-0.908, 4.828, 1.096)  0.019
H (-4.681, 2.373, 1.484)  0.061
H (0.831, 5.056, 0.876)  0.049
H (-1.870, 3.598, -4.233)  0.080
H (-1.573, 5.806, -1.664)  0.080
H (4.066, 3.737, -3.665)  0.120
H (-3.762, 0.375, 3.558)  0.109
H (1.746, -2.236, -1.327)  0.061
H (-1.954, -5.131, 2.721)  0.113
H (1.083, -3.746, 0.057)  0.109
H (-4.349, -0.592, 1.205)  0.063
H (-1.184, -5.397, -2.132)  0.106
H (2.865, -4.919, -4.917)  0.110
H (-1.082, 1.988, 6.450)  0.119
H (2.386, 2.342, -4.824)  0.119
H (0.143, 5.016, 2.513)  0.061
H (-0.429, 4.088, -3.265)  0.079
H (-0.929, 2.372, -3.354)  0.043
H (1.175, -1.588, 3.883)  0.119
H (2.822, 2.887, 1.699)  0.036
H (-3.284, 5.605, -1.154)  0.072
H (-3.149, 0.748, 5.895)  0.119
H (-4.523, 2.346, -0.280)  0.038
H (2.278, 1.362, 2.426)  0.023
H (-3.395, -0.904, -0.240)  0.032
H (-2.881, 5.660, -2.890)  0.080
H (2.122, 2.892, 3.307)  0.055
H (0.073, -0.705, 1.873)  0.085
H (-2.703, -1.276, 1.339)  0.034
H (0.365, 2.818, 4.677)  0.103
H (-3.533, 3.457, 0.690)  0.023



2.
Entry from the OMol25 dataset: a structure of composition C37H45As2N6O8SW in a non-equilibrium geometry (wB97M-V/def2-TZVPD).

Results
- Spin multiplicity: 3
- Total charge: +3
- Gap between HOMO and LUMO (spin up / spin down): 5.84 / 5.55 eV
- Electronic energy: -198732.586 eV
- Energy above the lowest of the compared OMol25 structures with the same formula, charge and spin: 2.4792 eV
- <S²>: 2.036

Last column: Löwdin spin population.
Element x y z (Å)
W (0.098, 0.856, 0.144)  1.399
As (2.350, -0.421, -0.582)  0.022
As (3.281, 3.173, -0.831)  0.074
S (-1.029, 3.046, -0.251)  0.058
O (1.903, -0.935, 2.100)  0.018
O (2.674, 0.182, -4.509)  0.000
O (1.614, 3.373, 2.792)  0.005
O (2.660, 0.847, 3.218)  -0.003
O (1.349, 2.875, -4.043)  0.003
O (3.563, 3.299, -4.017)  0.002
O (3.423, 4.085, 1.702)  0.022
O (2.366, -1.474, -3.030)  0.004
N (-0.994, -0.877, 0.056)  0.017
N (-1.542, 2.017, -2.641)  0.004
N (-1.148, -1.433, 2.312)  -0.007
N (-0.411, 1.223, -2.406)  0.015
N (-2.703, 3.907, -2.072)  0.006
N (-1.700, -2.988, 0.730)  0.007
C (2.460, 2.747, -3.578)  0.001
C (-1.317, -1.327, -1.288)  0.012
C (2.499, 0.696, -2.180)  0.007
C (-0.892, 2.244, 2.689)  0.012
C (2.810, -0.786, -5.591)  0.000
C (-4.227, -4.237, 0.401)  0.000
C (-3.582, -5.707, 2.357)  0.000
C (-1.448, -0.052, 4.190)  0.001
C (-2.536, -0.926, -1.859)  0.005
C (-1.927, -2.172, -3.852)  0.006
C (4.247, -0.773, -0.286)  -0.005
C (3.524, 4.082, -5.252)  0.000
C (2.131, 1.019, 0.852)  0.029
C (2.263, 0.358, 2.212)  0.010
C (-1.525, 1.211, 4.750)  -0.007
C (2.279, 4.791, -1.232)  0.013
C (2.484, -0.297, -3.305)  0.001
C (-2.040, -4.037, 1.656)  0.000
C (2.461, 3.368, 1.802)  0.012
C (-0.750, -2.595, -3.252)  0.000
C (-1.095, -0.143, 2.840)  -0.001
C (1.951, 4.254, 3.903)  0.001
C (-1.140, -4.439, 2.637)  0.001
C (-1.268, -1.768, 1.030)  0.008
C (-1.275, 2.359, 4.000)  -0.003
C (2.211, 2.394, 0.648)  0.184
C (2.138, -1.736, 3.288)  0.001
C (-1.814, 2.982, -1.782)  0.016
C (-0.755, 0.985, 2.060)  0.015
C (2.647, 2.013, -2.281)  0.020
C (-3.562, -0.132, -1.086)  0.001
C (-1.478, -5.472, 3.496)  0.000
C (-2.703, -6.107, 3.354)  0.001
C (-2.812, -1.356, -3.153)  0.000
C (-1.789, -1.282, 4.994)  0.001
C (-0.453, -2.181, -1.961)  0.005
C (-3.273, -4.665, 1.489)  0.001
H (4.027, 3.504, -6.019)  0.000
H (-0.779, -5.794, 4.259)  0.000
H (-4.242, 0.387, -1.761)  0.000
H (-1.886, -3.173, -0.243)  0.000
H (-0.986, -2.028, 4.981)  0.000
H (-4.432, -3.165, 0.446)  0.000
H (1.122, 4.173, 4.596)  0.000
H (4.074, 4.994, -5.058)  0.000
H (-4.536, -6.210, 2.249)  0.000
H (4.555, -1.389, -1.125)  0.000
H (-1.819, 1.305, 5.791)  0.000
H (2.667, -0.225, -6.505)  0.000
H (-3.138, 3.982, -2.981)  0.000
H (2.064, -1.567, -5.492)  0.000
H (4.780, 0.168, -0.271)  0.001
H (-0.067, -3.252, -3.776)  0.000
H (-0.599, 0.321, -2.841)  0.002
H (1.420, -1.471, 4.061)  0.000
H (0.346, 1.670, -2.923)  0.002
H (-3.120, 0.588, -0.411)  0.001
H (1.214, 4.601, -1.330)  0.001
H (-3.831, -4.466, -0.595)  0.000
H (2.501, 4.294, -5.535)  0.000
H (2.671, 5.218, -2.153)  0.000
H (-1.382, 3.338, 4.453)  0.000
H (-2.970, -6.925, 4.012)  0.000
H (-1.887, 2.067, -3.591)  0.000
H (2.072, 5.272, 3.549)  0.000
H (3.805, -1.216, -5.560)  0.000
H (2.024, -2.769, 2.975)  0.000
H (-1.432, -2.157, 2.959)  0.000
H (-2.174, -2.499, -4.855)  0.000
H (2.873, 3.913, 4.365)  0.000
H (-3.754, -1.073, -3.612)  0.000
H (-2.949, 4.601, -1.383)  0.000
H (2.468, 5.491, -0.423)  0.000
H (-4.174, -0.801, -0.474)  0.000
H (-0.696, 3.151, 2.149)  0.001
H (-2.704, -1.763, 4.628)  0.000
H (-1.961, -1.018, 6.033)  0.000
H (-0.158, -3.977, 2.703)  0.000
H (4.374, -1.320, 0.641)  0.000
H (0.451, -2.524, -1.479)  0.000
H (-5.175, -4.762, 0.494)  0.000
H (3.142, -1.564, 3.664)  0.001



3.
Entry from the OMol25 dataset: a cluster of 5 separate species, C37H45ClF18N5O13S3 in total in a non-equilibrium geometry (wB97M-V/def2-TZVPD).

Results
- Total charge: -1
- Gap between HOMO and LUMO: 5.41 eV
- Electronic energy: -167102.149 eV

Last column: Löwdin charge in e.
Element x y z (Å)
Cl (2.280, -0.706, -1.679)  0.736
S (0.740, -2.685, 3.518)  0.918
S (5.676, 0.473, 1.390)  0.791
S (7.695, -1.566, 0.253)  0.781
F (2.213, -2.810, 0.712)  0.063
F (-6.465, 9.305, 0.398)  0.151
F (10.679, -2.565, -3.342)  0.156
F (-4.096, 6.106, -7.083)  0.161
F (10.960, -1.044, -1.833)  0.155
F (9.155, -2.232, -1.850)  0.037
F (-7.825, -5.811, -2.523)  0.148
F (-8.814, -5.100, -0.736)  0.146
F (-4.461, 8.195, -7.489)  0.149
F (-5.961, 7.858, -1.122)  0.144
F (1.921, -5.133, 0.336)  0.031
F (-8.736, -3.854, -2.503)  0.148
F (-2.488, 0.872, 4.293)  0.045
F (-3.297, 1.861, 2.384)  0.022
F (3.572, -3.968, -0.669)  0.026
F (-3.956, -0.263, 2.899)  0.062
F (-4.411, 9.072, -0.229)  0.154
F (-5.702, 6.681, -8.409)  0.153
O (-6.914, -2.868, -0.789)  0.018
O (-2.173, -1.423, -2.366)  -0.082
O (0.394, -2.321, 6.401)  -0.041
O (-4.654, 6.274, 0.619)  0.025
O (-6.792, 8.195, -6.145)  0.017
O (-5.638, -4.673, -1.249)  0.157
O (-5.655, 7.433, 2.280)  0.159
O (12.416, -3.576, -1.552)  0.019
O (-2.455, 0.141, -0.822)  -0.187
O (0.861, -5.026, -1.912)  -0.054
O (-6.155, 6.231, -5.229)  0.175
O (0.210, 0.740, -1.445)  -0.217
O (10.676, -3.789, -0.128)  0.158
N (-1.564, -2.774, 5.289)  -0.036
N (-0.612, -2.026, 0.820)  -0.112
N (7.035, -1.558, 2.917)  -0.183
N (6.338, -2.743, 4.921)  0.007
N (-1.956, -2.673, 6.597)  0.009
C (-5.762, -2.195, -0.244)  -0.199
C (10.488, -2.293, -2.033)  -0.516
C (8.232, -1.610, 3.745)  -0.042
C (7.755, -2.350, 5.016)  -0.126
C (1.291, -3.668, -1.535)  -0.261
C (-1.654, -0.927, -1.274)  -0.422
C (13.180, -4.488, -0.749)  -0.209
C (-6.705, -4.113, -1.259)  -0.378
C (4.027, -0.375, 1.173)  -0.500
C (-5.074, 7.013, -7.260)  -0.511
C (-5.319, 7.331, 1.127)  -0.371
C (-0.159, -2.574, 5.115)  -0.506
C (-0.124, -3.977, 2.521)  -0.399
C (-2.838, 0.607, 2.942)  -0.364
C (-7.152, 8.919, -3.856)  -0.064
C (0.767, -0.305, -0.616)  -0.514
C (5.965, -2.210, 3.640)  -0.125
C (0.849, 2.002, -1.394)  -0.139
C (1.395, 0.151, 0.770)  -0.178
C (-4.339, 5.223, 1.549)  -0.198
C (6.869, -0.968, 1.572)  -0.948
C (11.164, -3.311, -1.118)  -0.365
C (-1.564, 0.093, 2.097)  -0.053
C (-5.542, 8.388, 0.048)  -0.504
C (-4.933, -1.567, -1.347)  -0.061
C (-1.718, -1.404, 1.576)  -0.185
C (2.192, -3.833, -0.241)  -0.326
C (0.079, -2.674, -1.630)  -0.099
C (-7.779, 8.352, -5.114)  -0.205
C (12.826, -5.923, -1.088)  -0.064
C (-0.776, -3.445, 1.110)  -0.210
C (2.900, 0.710, 0.801)  -0.289
C (-0.317, -1.558, -0.538)  -0.219
C (-5.528, 4.303, 1.737)  -0.058
C (-8.014, -4.718, -1.758)  -0.510
C (-6.042, 7.073, -6.081)  -0.366
C (-0.717, -2.383, 7.272)  -0.111
H (4.153, -1.196, 0.385)  0.059
H (2.031, -3.414, -2.394)  0.152
H (-1.910, -1.965, 2.578)  0.116
H (-4.099, -0.999, -0.942)  0.034
H (-5.553, -0.909, -1.962)  0.090
H (2.928, 1.447, 1.702)  0.120
H (-1.916, -3.646, 1.240)  0.137
H (-8.292, 7.406, -4.918)  0.127
H (0.761, 1.045, 1.150)  0.109
H (11.783, -6.139, -0.844)  0.079
H (14.232, -4.305, -0.980)  0.124
H (12.947, -6.105, -2.159)  0.083
H (3.184, 1.384, -0.090)  0.091
H (1.943, 2.059, -1.721)  0.076
H (-6.416, 8.230, -3.437)  0.062
H (-0.455, -4.249, 0.385)  0.101
H (0.577, -4.864, 2.381)  0.071
H (-6.624, 9.851, -4.077)  0.086
H (-3.507, 4.662, 1.119)  0.128
H (-0.728, -2.227, 8.409)  0.135
H (-5.265, 3.460, 2.379)  0.071
H (-7.914, 9.115, -3.099)  0.085
H (3.759, -0.906, 2.158)  0.067
H (1.348, -0.620, 1.624)  0.082
H (0.152, -2.168, -2.667)  0.142
H (-5.874, 3.920, 0.774)  0.090
H (-3.993, 5.635, 2.500)  0.126
H (-0.676, 0.132, 2.838)  0.116
H (0.075, -5.285, -1.387)  0.089
H (4.875, -2.373, 3.357)  0.122
H (-8.527, 9.049, -5.498)  0.123
H (-0.851, -3.372, -1.652)  0.141
H (0.799, 2.553, -0.372)  0.105
H (-0.986, -4.374, 3.187)  0.091
H (-6.140, -1.414, 0.420)  0.123
H (13.043, -4.279, 0.315)  0.126
H (-5.167, -2.878, 0.369)  0.117
H (13.463, -6.618, -0.537)  0.082
H (-1.362, 0.889, 1.310)  0.110
H (-6.370, 4.834, 2.190)  0.076
H (0.278, 2.705, -2.117)  0.118
H (8.364, -2.611, 5.943)  0.085
H (-2.766, -1.483, 1.080)  0.135
H (-4.523, -2.332, -2.011)  0.074
H (9.253, -1.190, 3.473)  0.109



4.
Entry from the OMol25 dataset: a structure of composition C37H46AlN4OS in a non-equilibrium geometry (wB97M-V/def2-TZVPD).

Results
- Total charge: +1
- Gap between HOMO and LUMO: 7.59 eV
- Electronic energy: -64555.646 eV
- Energy above the lowest of the compared OMol25 structures with the same formula, charge and spin: 0.0000 eV

Last column: Löwdin charge in e.
Element x y z (Å)
S (2.625, -1.504, 2.228)  0.882
Al (0.423, -0.461, 0.091)  0.189
O (2.020, -1.449, 3.539)  -0.466
N (-0.012, -1.923, -1.186)  0.029
N (0.735, 1.082, -0.905)  0.050
N (-1.165, 0.102, 0.983)  0.059
N (1.704, -1.178, 1.077)  -0.284
C (-0.628, 1.333, 3.613)  -0.365
C (2.678, 3.505, 0.929)  -0.028
C (-0.061, 0.995, -3.810)  -0.047
C (-1.394, -5.222, -3.543)  -0.017
C (-3.015, -2.221, 3.238)  -0.023
C (-1.691, -0.519, 2.169)  -0.140
C (-0.012, 2.210, -0.892)  -0.208
C (-2.124, -0.428, 4.528)  -0.017
C (2.346, 0.922, -2.802)  -0.127
C (-1.496, 0.112, 3.412)  -0.127
C (3.098, 1.560, -0.578)  -0.139
C (-1.549, -2.845, -2.759)  0.020
C (-1.461, 2.551, 4.026)  -0.045
C (-2.704, -2.396, 0.774)  -0.379
C (4.402, 1.608, -1.044)  -0.022
C (-0.354, 4.518, -1.578)  -0.036
C (-1.695, 1.276, 0.719)  -0.023
C (-0.898, -4.081, -2.731)  -0.234
C (3.953, 1.550, 1.805)  -0.080
C (-2.009, 3.461, -0.225)  -0.021
C (2.833, 1.981, 0.852)  -0.372
C (-2.885, -1.574, 4.450)  -0.040
C (0.406, 3.379, -1.572)  -0.039
C (-2.442, -1.697, 2.087)  -0.134
C (-4.193, -2.368, 0.414)  -0.039
C (1.396, 0.566, -3.934)  -0.344
C (3.677, 0.976, -3.215)  -0.037
C (0.225, -4.177, -1.907)  0.020
C (4.701, 1.296, -2.354)  -0.047
C (-1.089, -1.817, -1.969)  -0.123
C (2.061, 1.174, -1.453)  -0.170
C (0.444, 1.078, 4.679)  -0.049
C (1.526, -0.935, -4.223)  -0.041
C (-1.245, 2.266, -0.173)  -0.121
C (0.634, -3.087, -1.167)  -0.086
C (-2.176, -3.833, 0.794)  -0.039
C (-1.585, 4.562, -0.910)  -0.067
H (-2.010, 0.059, 5.482)  0.115
H (-2.177, -1.845, -0.009)  0.073
H (-0.109, 1.570, 2.676)  0.115
H (0.936, -1.211, -5.094)  0.086
H (-1.588, -0.857, -1.953)  0.123
H (-4.562, -1.344, 0.398)  0.086
H (5.193, 1.916, -0.383)  0.113
H (2.565, -1.182, -4.422)  0.081
H (-1.927, 2.396, 4.996)  0.084
H (-0.593, 0.722, -4.719)  0.090
H (-2.171, 5.466, -0.920)  0.109
H (-2.248, 2.762, 3.306)  0.069
H (1.049, 0.213, 4.424)  0.040
H (4.265, 0.526, 1.606)  0.048
H (1.091, 1.950, 4.754)  0.084
H (-2.479, -5.268, -3.507)  0.095
H (1.896, 1.515, 1.191)  0.093
H (-1.111, -5.087, -4.586)  0.103
H (1.503, -3.125, -0.525)  0.114
H (-4.347, -2.801, -0.573)  0.078
H (4.822, 2.197, 1.701)  0.083
H (-0.819, 3.425, 4.096)  0.085
H (-1.113, -3.844, 1.031)  0.083
H (1.784, 1.088, -4.818)  0.139
H (-2.574, 1.546, 1.307)  0.150
H (-0.983, -6.167, -3.201)  0.090
H (3.905, 0.787, -4.253)  0.119
H (-3.371, -1.964, 5.330)  0.113
H (1.837, 3.847, 0.333)  0.059
H (-4.777, -2.939, 1.131)  0.082
H (2.524, 3.819, 1.958)  0.086
H (-0.560, 0.519, -2.975)  0.038
H (5.719, 1.320, -2.704)  0.111
H (1.351, 3.366, -2.094)  0.129
H (0.009, 0.904, 5.660)  0.081
H (1.197, -1.529, -3.376)  0.054
H (3.579, 3.985, 0.555)  0.092
H (-3.594, -3.129, 3.182)  0.116
H (-2.942, 3.489, 0.319)  0.119
H (0.781, -5.098, -1.834)  0.129
H (-2.420, -2.694, -3.377)  0.134
H (-2.699, -4.432, 1.533)  0.084
H (-2.322, -4.308, -0.174)  0.073
H (3.612, 1.621, 2.835)  0.083
H (-0.129, 2.073, -3.685)  0.076
H (0.005, 5.395, -2.097)  0.120



- What is the total charge in the second record?
  +3



- electronic energy of number 4 (C37H46AlN4OS)?
  -64555.646 eV



- Look up the total charge of the third one.
  -1